# 1
ORCA calculation (ωB97M-V/def2-TZVPD) on 5 unconnected molecules or ions with the total composition C42H86NO9.

Its net charge is +1. As for the largest force on an atom: 0.55 eV Å⁻¹. For the LUMO energy, the calculation gives -2.163 eV. The frontier orbital gap comes out at 8.9 eV.

Each line ends with the Mulliken charge.
Cartesian coordinates (Å):
O -7.41070 -0.50126 -3.56946  -0.442
O -0.65364 -3.56055 -0.63532  -0.336
O -0.45782 0.89298 2.20379  -0.170
O -0.95499 -0.15947 3.03032  -0.376
O 4.11467 0.12013 3.21148  -0.341
O 1.11962 3.41214 -1.84869  -0.406
O 4.70575 -4.33118 2.86168  -0.417
O -5.01574 0.32325 3.15795  -0.478
O 6.51423 -2.23821 -2.07646  -0.318
N 0.61203 -0.05607 -1.25481  0.356
C -1.64036 -0.40868 -0.37773  -1.114
C -2.78156 -0.31309 0.65205  0.521
C -3.48349 4.18966 -2.74864  -1.383
C 7.48031 -3.22123 -1.68340  -0.371
C 2.00979 5.60116 -2.27814  -0.415
C -9.29869 -0.45257 -2.15129  -0.492
C -0.86515 -4.54315 -1.66122  -0.550
C 3.06258 0.84615 -1.36824  -0.863
C -3.25517 4.30444 -1.22332  1.863
C 6.30831 -2.29768 -3.48948  -0.431
C -3.82035 5.62726 -0.70603  -1.830
C 3.56492 -0.57680 -1.03962  -1.534
C -1.12550 -4.06269 0.62421  0.089
C 3.93587 -0.84380 0.42552  -0.074
C -8.65621 -1.16470 -3.33500  -0.454
C -1.94040 -5.30645 0.30182  -0.682
C 3.03972 0.46932 4.04527  -0.690
C -1.22042 -5.83378 -0.93842  -0.617
C 4.44299 1.00093 2.15191  -0.275
C 4.95348 0.16721 0.98918  -1.169
C 4.63861 -5.17090 4.01681  -0.462
C -8.78468 0.97445 -2.33740  -0.592
C -4.91945 2.42112 4.40794  -1.298
C 7.42443 -3.17165 -4.04586  -0.638
C 0.92195 2.30149 -1.02375  0.081
C -5.45733 0.66570 1.85454  -0.298
C 0.30075 0.34822 1.14534  -1.488
C -0.40694 0.47879 -0.21829  0.492
C 5.22640 -3.05017 3.22268  0.783
C 5.20715 -2.99453 4.74385  -0.560
C -0.53669 1.90140 -0.79875  -0.553
C 3.34608 6.30246 -2.03562  -1.330
C -4.15792 1.26331 3.78085  0.363
C -1.76281 4.16410 -0.83197  -1.609
C 1.72775 4.54450 -1.21833  -0.107
C 1.56475 1.05597 -1.67410  -0.798
C -5.31693 -0.52936 0.90025  -0.960
C 7.66172 -4.13719 -2.88555  -0.562
C -1.43357 2.87652 -0.04227  0.812
C -7.36857 0.72110 -2.83951  0.327
C -4.12998 -0.42914 -0.06479  -0.986
C 5.43601 -4.46172 5.10431  -0.621
H -6.67058 0.61239 -1.99867  -0.381
H 8.64241 -4.60918 -2.90517  0.352
H -3.42035 1.63657 3.05824  -0.198
H -6.50662 0.97987 1.90036  0.470
H 0.01355 -0.25682 -2.05797  0.675
H 4.47927 -0.76534 -1.60608  0.045
H 4.18399 5.65524 -2.30646  0.331
H 1.20515 6.33931 -2.28006  0.325
H 5.28887 0.85592 0.20559  0.578
H -3.60344 0.71085 4.54058  0.335
H -4.13040 -1.30712 -0.72074  0.441
H -0.97205 1.74488 -1.80092  0.536
H 1.05031 4.93126 -0.44571  0.250
H -2.07419 -0.16838 -1.36095  0.787
H 7.14495 -3.66528 -4.97511  0.336
H 5.84797 -0.36048 1.32705  0.443
H 1.37646 2.47358 -0.03851  0.750
H 3.58278 1.18166 -2.26617  0.395
H 3.59072 -5.29129 4.31346  0.279
H -2.37550 2.35817 0.15477  -0.905
H 8.31876 -2.57427 -4.23139  0.282
H 3.35710 0.41504 5.08922  0.363
H -3.38418 6.46557 -1.25957  0.410
H -5.35307 3.07997 3.65119  0.283
H 8.41664 -2.71652 -1.42603  0.263
H -6.23875 -0.61228 0.31469  0.147
H 6.49606 -4.70850 5.02167  0.268
H -0.19308 -0.32725 3.60938  0.314
H 7.10944 -3.73687 -0.79698  0.211
H -2.56355 3.93763 -3.28180  0.353
H -3.82433 3.50222 -0.73848  -0.504
H -5.72175 2.03962 5.04194  0.307
H -1.70982 -3.28129 1.11471  -0.046
H 4.61286 -2.27748 2.76365  -0.793
H -0.98731 3.10716 0.93047  0.633
H -1.96064 -6.01485 1.12779  0.387
H 2.65529 4.22641 -0.72101  0.378
H -0.31521 -6.37124 -0.65090  0.264
H -0.26545 -4.30238 1.25699  0.277
H -8.45727 -2.22033 -3.14788  0.289
H 6.90393 -4.92301 -2.88493  0.270
H -2.73655 0.64122 1.17020  -0.874
H 6.24965 -2.95633 2.83947  0.171
H 1.04609 -0.95470 -1.03035  0.359
H 0.04217 -4.61948 -2.26108  0.275
H 1.26169 0.86856 1.14251  0.075
H 4.22793 -2.66506 5.10051  0.252
H -1.47101 5.03158 -0.23254  0.182
H -3.84976 5.13009 -3.16844  0.401
H -3.58307 5.77760 0.35060  0.456
H 4.38582 -1.83828 0.45180  0.598
H -6.99747 1.51182 -3.49387  0.281
H -4.24855 3.02049 5.02913  0.418
H 2.86121 -1.34500 -1.38496  0.872
H -4.21938 3.42115 -2.99698  0.196
H 3.56150 1.59696 1.86544  0.079
H -2.96957 -5.03624 0.05784  0.270
H 3.05669 -0.89979 1.07799  0.093
H 5.03701 -6.15246 3.75882  0.287
H 6.31906 -1.28125 -3.88751  0.312
H 5.96057 -2.31996 5.14733  0.403
H -9.27969 -1.08397 -4.23091  0.283
H 3.35296 1.54266 -0.57617  0.311
H -8.80774 1.57092 -1.42625  0.338
H -1.83177 -6.49610 -1.54840  0.361
H 3.42939 7.21783 -2.62200  0.395
H -4.88748 1.53332 1.48582  0.092
H -2.69268 -1.09067 1.41187  0.932
H 2.66514 1.47806 3.84078  0.427
H 5.22324 1.69938 2.47731  0.392
H -8.93010 -0.86831 -1.21078  0.206
H 3.46586 6.56923 -0.98167  0.349
H -1.25589 -1.43142 -0.45258  -0.235
H -4.28295 0.46761 -0.68166  0.347
H 5.10202 -4.72495 6.10671  0.368
H 2.01903 5.09585 -3.24638  0.297
H 5.32614 -2.74086 -3.69263  0.268
H 2.22167 -0.24915 3.90065  0.049
H 1.44585 1.19209 -2.74993  0.626
H -9.37073 1.49170 -3.09916  0.291
H -1.14813 4.19458 -1.73407  0.509
H -1.68480 -4.21224 -2.30694  0.311
H -5.24768 -1.44258 1.49841  0.492
H -10.38461 -0.52990 -2.15498  0.350
H 0.50972 -0.71020 1.33634  0.904
H -4.90455 5.67531 -0.82983  0.434

# 2
ORCA calculation (ωB97M-V/def2-TZVPD) on a gas-phase ion, C3H9N5O (charge +2) at a distorted geometry.

Its net charge is +2. For the energy relative to the best compared isomer or geometry (same formula, charge and spin), the calculation gives 214.80 kcal/mol. As for the largest force on an atom: 5.28 eV Å⁻¹. For the LUMO energy (alpha / beta), the calculation gives -11.432 / -11.420 eV. The frontier orbital gap (alpha / beta) comes out at 7.6 / 7.6 eV.

Each line ends with the Mulliken charge.
Cartesian coordinates (Å):
O 3.89285 -0.47103 -0.43397  -0.337
N -1.02100 -0.74449 0.17558  -0.056
N -2.25701 -0.04212 0.34392  -0.113
N 0.46319 1.07418 0.56383  -0.438
N 2.67493 1.05458 0.10065  -0.170
N -2.82117 0.42732 -0.87288  -0.466
C 0.25460 -0.08568 0.20878  0.555
C 2.75136 -0.20200 -0.20542  0.474
C 1.44983 -0.91624 -0.08675  -0.636
H -3.20412 -0.35459 -1.42947  0.314
H 1.51351 -1.53263 0.85710  0.389
H 3.33584 1.80799 0.27295  0.300
H -2.15066 0.70829 1.07005  0.376
H -1.15216 -1.71979 -0.00636  0.268
H 1.46861 -1.54340 -0.88108  0.541
H -2.28922 1.12349 -1.38896  0.298
H -3.02848 -0.55758 0.65320  0.362
H 0.11910 1.97370 1.05883  0.338